Entry 1:
ORCA calculation (ωB97M-V/def2-TZVPD) on the molecule C3H2O4 at a distorted geometry.

Each line ends with the natural charge from an NBO analysis.
Cartesian coordinates (Å):
O -1.307 0.787 -2.114  -0.41
C -0.418 0.860 -1.385  0.37
C -0.388 -0.279 -0.211  0.34
O -1.343 -1.169 0.010  -0.44
C 0.757 -0.067 0.882  0.71
O 1.030 1.176 0.942  -0.55
O 1.374 -1.266 1.548  -0.69
H 0.201 1.759 -0.969  0.17
H 2.057 -1.071 2.163  0.50

Atomic forces in eV per Å
-1.7517 0.2370 -2.9625
1.5241 0.2687 5.4300
-3.6242 -5.5716 2.4184
5.5474 5.4367 -1.6798
1.4191 2.2677 -0.1279
-0.2263 -5.6320 1.0211
-3.4412 3.0188 -3.3137
-0.4849 -1.0983 -1.6854
1.0377 1.0729 0.8997

Computed properties:
Relative energy (zero: lowest compared OMol25 entry of this formula, charge and spin) = 3.122 eV
M = 102.04 g/mol
Structure (SMILES) = O=CC(=O)C(=O)O
Gap between HOMO and LUMO = 8.57 eV
E_HOMO = -10.14 eV
Largest force on an atom = 0.155 Eh/bohr

Entry 2:
ORCA calculation (ωB97M-V/def2-TZVPD) on a cluster of 2 separate species, C3H2OS in total at a distorted geometry.

Each line ends with the natural charge from an NBO analysis.
Cartesian coordinates (Å):
C 0.997 0.790 -0.177  -0.12
C 0.580 -0.397 0.312  -0.09
C -0.408 0.552 0.018  -0.14
O -1.985 -1.638 -0.055  -0.26
S -1.895 1.033 0.127  0.15
H 1.853 1.025 -0.660  0.23
H 0.859 -1.366 0.436  0.24

Atomic forces in eV per Å
-2.8307 -2.8821 1.1858
-0.3941 3.1656 -1.1697
2.9044 -0.0613 0.8235
-0.2003 0.5909 0.0488
-2.3270 -0.1097 -0.2874
2.3478 1.7672 -1.2935
0.4999 -2.4707 0.6926

Computed properties:
Relative energy (zero: lowest compared OMol25 entry of this formula, charge and spin) = 6.630 eV
M = 86.11 g/mol
Gap between HOMO and LUMO (alpha / beta) = 7.13 / 7.80 eV
E_HOMO (alpha / beta) = -8.87 / -8.89 eV
Largest force on an atom = 0.082 Eh/bohr

Entry 3:
ORCA calculation (ωB97M-V/def2-TZVPD) on a cluster of 2 separate species, C3H2S in total at a distorted geometry.

Each line ends with the Löwdin spin population.
Cartesian coordinates (Å):
C 0.379 -0.477 -0.844  0.02
C 0.718 -1.409 -0.232  0.01
C -0.214 1.950 1.021  1.49
S -1.715 1.825 0.916  0.48
H -0.052 0.457 -1.257  0.01
H 0.885 -2.345 0.396  0.00

Atomic forces in eV per Å
-1.8736 4.5203 -2.2719
1.1817 -5.1984 3.3622
2.5678 0.2135 0.2124
-2.6125 -0.1565 -0.1423
0.8227 -1.3830 0.2770
-0.0862 2.0041 -1.4374

Computed properties:
Multiplicity = 3
Relative energy (zero: lowest compared OMol25 entry of this formula, charge and spin) = 2.777 eV
M = 70.12 g/mol
Gap between HOMO and LUMO (alpha / beta) = 6.75 / 7.57 eV
E_HOMO (alpha / beta) = -7.30 / -10.79 eV
Largest force on an atom = 0.123 Eh/bohr

Entry 4:
ORCA calculation (ωB97M-V/def2-TZVPD) on a structure of composition C3H30O16PTl2 at a distorted geometry.

Each line ends with the natural charge from an NBO analysis.
Cartesian coordinates (Å):
Tl -1.223 -3.695 -3.165  1.07
Tl 0.376 1.271 -3.624  0.97
P -0.233 -1.086 -0.941  2.50
O -0.122 -2.613 -0.595  -0.97
O -0.927 -0.152 0.132  -1.15
O -1.065 -1.029 -2.281  -0.82
O 1.085 -0.474 -1.458  -1.06
O -3.598 -0.617 -1.191  -0.90
H -3.587 0.290 -0.886  0.48
H -2.708 -0.775 -1.506  0.47
O 2.986 -0.959 0.130  -0.91
H 2.279 -0.691 -0.457  0.46
H 3.787 -0.806 -0.372  0.50
O -2.697 0.904 -4.114  -0.96
H -3.134 0.080 -3.898  0.48
H -3.410 1.505 -4.329  0.50
O -1.293 2.016 -1.330  -0.93
H -1.146 2.756 -0.742  0.48
H -1.247 1.246 -0.764  0.49
O 1.418 -2.089 -3.378  -0.91
H 2.324 -2.380 -3.481  0.50
H 1.406 -1.636 -2.534  0.47
O -2.857 -0.967 1.789  -0.59
H -2.376 -0.710 1.002  0.50
H -3.717 -1.239 1.468  0.50
O -1.277 -3.132 1.682  -0.64
H -1.711 -3.980 1.586  0.50
H -0.823 -2.999 0.850  0.48
O 2.069 -3.556 0.248  -0.79
H 2.681 -2.823 0.179  0.51
H 1.245 -3.216 -0.100  0.46
O 1.160 -5.029 -2.018  -0.92
H 1.414 -4.706 -1.153  0.49
H 1.593 -5.878 -2.094  0.51
O -0.121 -0.591 2.382  -0.70
H -0.242 -0.357 1.462  0.47
H 0.786 -0.351 2.574  0.48
O 1.454 1.732 -0.475  -0.83
H 1.322 0.811 -0.702  0.47
H 1.477 1.743 0.482  0.47
C 1.057 4.613 3.429  -0.58
C 1.042 3.224 2.863  0.10
C -0.281 3.023 2.143  -0.57
O 2.038 3.145 1.924  -0.45
H 0.365 4.740 4.261  0.29
H 0.876 5.363 2.658  0.24
H 2.081 4.841 3.725  0.29
H 1.359 2.480 3.594  0.25
H -0.363 3.726 1.315  0.23
H -1.138 3.177 2.799  0.28
H -0.377 2.043 1.675  0.25
H 1.991 3.812 1.235  0.51

Atomic forces in eV per Å
0.5787 -0.2004 -0.2493
-0.4381 0.3953 -0.3873
-1.8231 0.8207 0.5941
-0.5798 2.5131 -0.5634
1.4269 -2.3923 -2.6407
0.4115 -1.1311 1.0064
-0.8487 -0.8721 0.3756
-0.3965 -0.4395 0.4508
-0.2250 0.5405 -0.0937
0.1338 0.1538 -0.3827
0.4821 -0.3716 0.9480
-0.0410 0.1636 -0.3729
0.6325 0.1182 -0.0483
0.7092 -0.1227 0.1369
-0.2341 -0.2083 0.0454
-0.2281 0.3505 -0.1564
-0.1978 0.5257 -0.8674
0.0676 0.4145 -0.0471
0.0422 -0.4438 0.5366
-0.5468 -0.5354 -0.8244
0.4328 -0.4231 -0.3638
0.2761 0.2697 0.2668
0.0413 -0.2935 1.1346
0.7579 0.2596 -0.9181
-0.9059 -0.4908 -0.1481
-0.2253 0.5300 1.2258
-0.7666 -0.6331 0.2488
0.3713 0.3063 -0.9140
0.1795 -1.2099 0.4028
0.8153 0.6520 0.0918
-0.5673 0.2482 -0.3794
-0.6715 0.5331 -0.6693
0.3884 0.1356 0.7084
0.1165 -0.6165 -0.2096
0.3648 -0.0762 1.7966
-0.5142 0.2443 -1.1281
0.7067 -0.1257 0.5669
0.2741 1.5327 0.3962
-0.2924 -0.3716 -0.4161
0.4721 0.1352 0.4801
-0.1083 2.2810 0.4344
2.0806 -1.6103 0.1211
-2.0280 0.6621 -0.4262
0.4023 -1.0347 -0.1036
-0.1612 -0.1922 -0.1510
-0.4747 0.1416 -0.0066
0.1879 -0.4107 0.3176
-0.7253 -0.1011 0.1369
-0.0867 0.2754 0.0516
0.2021 0.1669 0.2271
0.6513 -0.8252 0.2032
-0.1196 0.7621 -0.4368

Computed properties:
M = 762.00 g/mol
Net charge = +3
Gap between HOMO and LUMO = 2.63 eV
E_HOMO = -19.06 eV
Largest force on an atom = 0.075 Eh/bohr